{
  "formula": "C33H28N8O2Rh",
  "method": "wB97M-V/def2-TZVPD",
  "max_force_ev_per_a": 2.761,
  "lumo_ev": [-3.855, -3.853],
  "total_charge": 1,
  "homo_lumo_gap_ha": [0.2272, 0.2273],
  "homo_energy_ev": [-10.04, -10.04],
  "total_energy_ha": -1973.210681,
  "symbols": ["Rh", "C", "C", "C", "C", "C", "N", "C", "C", "C", "C", "C", "C", "C", "N", "C", "C", "C", "N", "C", "C", "N", "C", "C", "C", "N", "H", "H", "H", "H", "H", "H", "H", "H", "H", "H", "H", "H", "H", "H", "H", "H", "H", "H", "O", "C", "O", "C", "C", "C", "C", "C", "C", "C", "C", "C", "N", "H", "H", "H", "H", "H", "H", "N", "C", "C", "C", "N", "H", "H", "H", "H"],
  "coordinates": [[0.38, -0.29, -0.46], [-2.18, -6.84, -0.73], [-1.96, -5.36, -0.65], [-2.83, -4.47, -1.28], [-2.60, -3.11, -1.24], [-1.52, -2.55, -0.56], [-1.39, -1.15, -0.51], [-2.47, -0.46, 0.04], [-3.40, -1.09, 0.89], [-4.44, -0.41, 1.47], [-4.60, 0.96, 1.29], [-5.70, 1.72, 1.98], [-3.68, 1.61, 0.48], [-2.65, 0.91, -0.15], [-1.79, 1.66, -0.99], [-2.07, 2.81, -1.63], [-0.90, 3.32, -2.14], [0.08, 2.40, -1.78], [-0.47, 1.39, -1.10], [-0.65, -3.45, 0.05], [-0.86, -4.82, 0.00], [0.55, -3.02, 0.70], [1.08, -3.51, 1.83], [2.32, -2.93, 2.00], [2.48, -2.07, 0.91], [1.37, -2.11, 0.13], [-3.23, -7.09, -0.58], [-1.59, -7.37, 0.02], [-1.89, -7.22, -1.71], [-3.69, -4.85, -1.82], [-3.29, -2.43, -1.73], [-3.29, -2.15, 1.09], [-5.13, -0.95, 2.11], [-6.59, 1.11, 2.09], [-5.97, 2.62, 1.43], [-5.38, 2.03, 2.98], [-3.75, 2.68, 0.35], [-3.08, 3.18, -1.67], [-0.77, 4.23, -2.70], [1.13, 2.41, -1.97], [-0.13, -5.48, 0.45], [0.55, -4.24, 2.42], [3.00, -3.08, 2.82], [3.42, -1.96, 0.39], [1.52, 0.73, 3.17], [1.42, 0.48, 1.99], [0.26, 0.32, 1.39], [2.62, 0.42, 1.07], [3.85, 0.84, 1.59], [4.81, 1.25, 0.72], [4.56, 1.22, -0.67], [5.54, 1.57, -1.63], [5.25, 1.52, -2.97], [3.97, 1.12, -3.40], [3.00, 0.79, -2.50], [3.27, 0.85, -1.12], [2.31, 0.55, -0.21], [3.98, 0.85, 2.66], [5.77, 1.62, 1.08], [6.53, 1.86, -1.29], [6.01, 1.78, -3.70], [3.76, 1.07, -4.46], [2.02, 0.46, -2.84], [0.32, 3.48, 1.45], [-0.07, 4.77, 1.35], [0.91, 5.42, 0.64], [1.86, 4.42, 0.36], [1.49, 3.25, 0.85], [-0.15, 2.72, 1.92], [-0.98, 5.12, 1.80], [0.94, 6.46, 0.38], [2.79, 4.51, -0.18]],
  "mulliken_charge": [-0.119, -1.546, 0.275, -0.896, 0.030, -0.579, -0.159, 0.880, 0.018, -1.279, 0.108, -1.630, -0.486, 0.443, -0.353, -0.171, -1.431, -0.462, 0.750, 0.617, -0.296, 0.577, -0.193, -1.083, -0.022, -0.435, 0.389, 0.368, 0.312, 0.439, 0.504, 0.450, 0.414, 0.405, 0.385, 0.303, 0.535, 0.614, 0.457, 0.542, 0.482, 0.585, 0.477, 0.464, -0.665, 0.749, -0.240, 0.891, -1.552, -1.020, 1.277, -1.049, -0.662, -0.885, -0.460, -0.515, 1.510, 0.619, 0.466, 0.453, 0.425, 0.440, 0.566, -0.008, -0.176, -0.936, -0.368, -0.065, 0.131, 0.485, 0.423, 0.484]
}



{
  "formula": "C33H28N9OS3Tl",
  "method": "wB97M-V/def2-TZVPD",
  "max_force_ev_per_a": 0.314,
  "lumo_ev": 3.833,
  "total_charge": -2,
  "homo_lumo_gap_ha": 0.2410,
  "homo_energy_ev": -2.73,
  "total_energy_ha": -3209.521452,
  "symbols": ["Tl", "N", "C", "S", "N", "N", "C", "C", "C", "C", "C", "C", "N", "H", "H", "H", "H", "H", "H", "H", "C", "C", "N", "N", "C", "S", "S", "C", "C", "C", "C", "C", "C", "C", "C", "C", "C", "C", "C", "C", "O", "H", "H", "H", "H", "H", "H", "H", "H", "H", "H", "H", "H", "H", "H", "N", "C", "C", "C", "C", "C", "C", "C", "N", "C", "C", "N", "C", "H", "H", "H", "H", "H", "H", "H"],
  "coordinates": [[1.37, 3.08, 0.28], [-8.20, -0.96, 3.24], [-7.10, -0.82, 2.46], [-6.29, 0.67, 5.55], [-6.94, -1.40, 1.33], [-5.67, -1.08, 0.86], [-5.21, -1.88, -0.01], [-3.85, -1.72, -0.56], [-3.34, -2.72, -1.39], [-2.04, -2.60, -1.87], [-1.31, -1.48, -1.52], [-1.91, -0.53, -0.71], [-3.14, -0.64, -0.23], [-8.07, -0.68, 4.20], [-8.79, -1.76, 3.07], [-5.80, -2.74, -0.35], [-3.95, -3.58, -1.63], [-1.62, -3.37, -2.50], [-0.29, -1.33, -1.88], [-1.36, 0.36, -0.41], [5.78, 1.67, -1.59], [4.80, 2.22, -0.59], [3.73, 2.81, -0.98], [3.63, 2.99, -2.36], [2.60, 2.46, -2.91], [1.39, 1.45, -2.22], [2.47, 3.05, -4.62], [1.59, 1.70, -5.44], [2.49, 0.59, -5.90], [2.85, 0.46, -7.23], [3.70, -0.55, -7.65], [4.20, -1.47, -6.73], [3.83, -1.35, -5.39], [2.98, -0.34, -4.98], [5.09, 2.10, 0.86], [6.42, 2.23, 1.27], [6.81, 2.14, 2.59], [5.83, 1.88, 3.55], [4.51, 1.73, 3.18], [4.07, 1.83, 1.83], [2.83, 1.67, 1.55], [5.25, 1.03, -2.30], [6.22, 2.48, -2.18], [6.57, 1.09, -1.10], [0.83, 1.35, -4.73], [1.08, 2.16, -6.29], [2.47, 1.18, -7.95], [3.98, -0.63, -8.69], [4.86, -2.26, -7.05], [4.21, -2.06, -4.66], [2.70, -0.25, -3.93], [7.17, 2.44, 0.51], [7.85, 2.27, 2.87], [6.10, 1.80, 4.60], [3.74, 1.52, 3.92], [-7.11, -2.98, 6.18], [-6.26, -2.42, 5.63], [-5.15, -1.78, 4.98], [-5.06, -0.37, 4.94], [-3.91, 0.14, 4.28], [-3.00, -0.68, 3.66], [-3.15, -2.07, 3.67], [-4.22, -2.61, 4.35], [-1.86, -0.14, 3.01], [-0.59, -0.68, 3.03], [0.20, 0.19, 2.35], [-0.54, 1.26, 1.91], [-1.77, 1.03, 2.32], [-6.36, -0.14, 2.86], [-3.78, 1.21, 4.26], [-2.45, -2.71, 3.14], [-4.37, -3.68, 4.37], [-0.38, -1.59, 3.55], [1.26, 0.15, 2.16], [-2.63, 1.65, 2.13]],
  "mulliken_charge": [0.607, -0.420, -0.065, -0.375, -1.073, 0.234, -0.579, 0.752, -0.615, -0.322, -0.664, -0.227, -0.290, 0.218, 0.268, 0.304, 0.326, 0.408, 0.377, 0.613, -1.323, 0.560, -0.028, -0.885, 0.397, -0.420, -0.197, -1.085, 0.696, -0.439, -0.488, -0.378, -0.746, 0.078, 0.486, -0.548, -0.698, -0.401, -0.473, 0.089, -0.641, 0.272, 0.314, 0.421, 0.316, 0.462, 0.313, 0.344, 0.347, 0.390, 0.222, 0.370, 0.355, 0.349, 0.404, -0.676, -0.210, 0.816, -0.661, -0.062, 0.400, -0.384, -1.003, 0.382, -0.453, -0.632, -0.214, -0.435, 0.677, 0.480, 0.489, 0.350, 0.457, 0.383, 0.387]
}



{
  "formula": "C33H28NO4P2Pt",
  "method": "wB97M-V/def2-TZVPD",
  "max_force_ev_per_a": 2.015,
  "lumo_ev": [-4.997, -4.986],
  "total_charge": 1,
  "homo_lumo_gap_ha": [0.2103, 0.2107],
  "homo_energy_ev": [-10.72, -10.72],
  "total_energy_ha": -2431.741296,
  "symbols": ["Pt", "C", "C", "P", "C", "C", "C", "C", "C", "C", "C", "C", "C", "C", "C", "C", "P", "C", "C", "C", "C", "C", "C", "C", "C", "C", "C", "C", "C", "H", "H", "H", "H", "H", "H", "H", "H", "H", "H", "H", "H", "H", "H", "H", "H", "H", "H", "H", "H", "H", "H", "H", "H", "O", "C", "C", "C", "C", "C", "C", "C", "O", "N", "O", "O", "H", "H", "H", "H"],
  "coordinates": [[-0.28, 0.28, 0.71], [1.63, -1.42, -1.63], [0.61, -2.43, -1.13], [-0.93, -1.57, -0.57], [-1.60, -0.76, -2.04], [-2.20, 0.49, -1.85], [-2.75, 1.17, -2.92], [-2.73, 0.61, -4.18], [-2.15, -0.64, -4.37], [-1.57, -1.32, -3.31], [-2.01, -3.01, -0.31], [-3.32, -2.99, -0.80], [-4.08, -4.14, -0.79], [-3.55, -5.32, -0.30], [-2.27, -5.33, 0.25], [-1.51, -4.18, 0.26], [1.90, -0.07, -0.40], [3.37, 0.72, -1.15], [4.44, 1.07, -0.34], [5.62, 1.51, -0.92], [5.73, 1.60, -2.30], [4.64, 1.31, -3.10], [3.45, 0.89, -2.53], [2.56, -0.89, 1.08], [3.46, -1.95, 1.05], [3.93, -2.49, 2.24], [3.48, -2.00, 3.46], [2.58, -0.95, 3.50], [2.14, -0.38, 2.32], [1.27, -0.96, -2.56], [2.59, -1.91, -1.86], [1.02, -2.98, -0.28], [0.35, -3.16, -1.91], [-2.24, 0.92, -0.85], [-3.19, 2.14, -2.76], [-3.17, 1.13, -5.01], [-2.14, -1.08, -5.36], [-1.11, -2.28, -3.48], [-3.72, -2.07, -1.20], [-5.08, -4.13, -1.19], [-4.13, -6.23, -0.33], [-1.87, -6.25, 0.66], [-0.53, -4.20, 0.70], [4.37, 0.99, 0.73], [6.47, 1.76, -0.30], [6.66, 1.92, -2.75], [4.71, 1.41, -4.17], [2.60, 0.68, -3.16], [3.81, -2.35, 0.11], [4.64, -3.30, 2.22], [3.84, -2.43, 4.38], [2.23, -0.56, 4.44], [1.50, 0.50, 2.35], [-0.83, 0.75, 2.87], [-1.31, 1.76, 3.39], [-1.75, 2.96, 2.76], [-2.37, 3.94, 3.54], [-2.90, 5.07, 2.96], [-2.86, 5.25, 1.56], [-2.26, 4.31, 0.78], [-1.64, 3.14, 1.33], [-1.03, 2.37, 0.54], [-3.54, 6.06, 3.79], [-4.11, 6.97, 3.23], [-3.46, 5.90, 4.99], [-1.42, 1.77, 4.49], [-2.47, 3.81, 4.61], [-3.32, 6.13, 1.14], [-2.22, 4.41, -0.29]],
  "nbo_charge": [0.656, -0.726, -0.731, 1.080, -0.431, -0.122, -0.220, -0.172, -0.203, -0.195, -0.299, -0.212, -0.188, -0.171, -0.199, -0.214, 1.089, -0.283, -0.206, -0.203, -0.152, -0.203, -0.214, -0.416, -0.144, -0.219, -0.176, -0.190, -0.192, 0.253, 0.259, 0.254, 0.257, 0.222, 0.229, 0.230, 0.229, 0.218, 0.230, 0.229, 0.230, 0.230, 0.218, 0.232, 0.233, 0.230, 0.232, 0.220, 0.209, 0.229, 0.231, 0.231, 0.218, -0.666, 0.442, -0.338, -0.078, -0.058, -0.111, -0.322, 0.544, -0.779, 0.536, -0.371, -0.381, 0.151, 0.251, 0.255, 0.227]
}



{
  "formula": "C33H29AsF2NiO6Te",
  "method": "wB97M-V/def2-TZVPD",
  "max_force_ev_per_a": 0.322,
  "lumo_ev": 4.262,
  "total_charge": -2,
  "homo_lumo_gap_ha": 0.2072,
  "homo_energy_ev": -1.38,
  "total_energy_ha": -5938.261168,
  "symbols": ["Ni", "O", "C", "O", "C", "C", "C", "C", "C", "O", "C", "C", "O", "O", "H", "H", "H", "H", "H", "H", "H", "H", "O", "As", "C", "C", "C", "C", "C", "C", "C", "C", "C", "C", "C", "C", "C", "C", "C", "C", "C", "C", "H", "H", "H", "H", "H", "H", "H", "H", "H", "H", "H", "H", "H", "H", "H", "F", "C", "F", "H", "Te", "C", "C", "C", "C", "C", "C", "H", "H", "H", "H", "H"],
  "coordinates": [[-0.64, -2.04, 1.91], [1.28, -4.82, 4.08], [0.92, -3.75, 3.60], [-0.01, -3.62, 2.73], [1.62, -2.48, 4.13], [0.62, -1.55, 4.85], [1.39, -0.59, 5.78], [2.01, 0.39, 4.75], [1.49, -0.20, 3.43], [0.19, -0.67, 3.81], [2.26, -1.49, 3.11], [2.21, -1.89, 1.63], [3.25, -2.26, 1.09], [1.08, -1.74, 1.03], [2.37, -2.84, 4.83], [-0.24, -2.04, 5.28], [0.70, -0.08, 6.45], [2.14, -1.11, 6.38], [1.63, 1.40, 4.88], [3.10, 0.42, 4.78], [1.38, 0.51, 2.61], [3.32, -1.37, 3.34], [-1.34, -0.56, 0.89], [-0.90, -0.34, -0.70], [0.81, 0.20, -1.45], [0.87, 0.22, -2.84], [2.05, 0.56, -3.48], [3.18, 0.85, -2.72], [3.12, 0.80, -1.34], [1.93, 0.48, -0.70], [-2.27, 0.75, -1.51], [-1.99, 1.81, -2.36], [-3.03, 2.54, -2.92], [-4.34, 2.22, -2.62], [-4.62, 1.17, -1.76], [-3.58, 0.43, -1.20], [-1.17, -2.03, -1.63], [-0.65, -3.22, -1.11], [-0.86, -4.41, -1.78], [-1.56, -4.44, -2.98], [-2.06, -3.26, -3.51], [-1.88, -2.06, -2.83], [0.00, -0.04, -3.44], [2.09, 0.59, -4.56], [4.11, 1.11, -3.22], [4.00, 1.00, -0.74], [1.87, 0.46, 0.38], [-0.96, 2.10, -2.55], [-2.80, 3.38, -3.57], [-5.15, 2.80, -3.04], [-5.65, 0.92, -1.51], [-3.79, -0.39, -0.52], [-0.09, -3.20, -0.19], [-0.46, -5.33, -1.35], [-1.71, -5.38, -3.50], [-2.61, -3.27, -4.44], [-2.29, -1.16, -3.25], [-2.46, -2.29, 3.99], [-2.37, -2.34, 2.59], [-2.91, -3.59, 2.27], [-3.11, -1.61, 2.24], [-0.40, 2.84, 0.82], [0.39, 4.00, -0.76], [1.76, 4.02, -1.05], [2.27, 4.74, -2.13], [1.42, 5.48, -2.95], [0.06, 5.48, -2.67], [-0.44, 4.76, -1.59], [2.43, 3.44, -0.43], [3.33, 4.71, -2.33], [1.82, 6.03, -3.79], [-0.62, 6.06, -3.29], [-1.51, 4.78, -1.38]],
  "mulliken_charge": [0.297, -0.831, 0.027, -0.433, 0.080, -0.058, -1.090, -1.079, 0.113, -0.371, 0.122, -0.282, -0.843, 0.165, 0.526, 0.607, 0.334, 0.376, 0.375, 0.383, 0.307, 0.547, -0.581, 0.679, 0.629, -0.369, -0.863, -0.488, -0.931, 0.037, 0.305, -0.657, -0.707, -0.501, -0.680, -0.236, 0.644, -0.362, -1.046, -0.438, -0.760, -0.267, 0.411, 0.377, 0.361, 0.429, 0.287, 0.496, 0.414, 0.354, 0.392, 0.359, 0.628, 0.460, 0.356, 0.377, 0.291, -0.335, 0.422, -0.344, 0.204, -0.179, -0.418, -0.252, -0.465, -0.419, -0.483, -0.345, 0.449, 0.350, 0.358, 0.356, 0.432]
}